No. 1
ORCA calculation (ωB97M-V/def2-TZVPD) on a structure of composition C27H36BrLaN9O2.

```
! wB97M-V def2-TZVPD RIJCOSX def2/J DEFGRID3
* xyz 1 1
La 0.0107 0.2293 -0.0521
N 0.8516 1.6262 2.0217
C 1.9070 1.0622 2.8656
C 2.9985 0.4594 1.9798
N 2.5064 -0.6290 1.1176
C 2.4250 -1.8406 1.9355
C 1.6284 -2.9781 1.2946
N 0.3933 -2.4872 0.6761
C 3.4303 -0.7818 -0.0190
C 2.9229 -1.5558 -1.2432
N 1.6577 -1.0133 -1.7425
H 1.2618 2.3455 1.4212
H 0.1419 2.0860 2.5918
H 1.4611 0.3033 3.5155
H 2.3652 1.8262 3.5110
H 3.8330 0.1221 2.6138
H 3.3690 1.2656 1.3465
H 1.9408 -1.5710 2.8737
H 3.4305 -2.2155 2.1778
H 1.4286 -3.7307 2.0669
H 2.2370 -3.4684 0.5396
H -0.3699 -2.5713 1.3414
H 0.1644 -3.0759 -0.1199
H 4.3747 -1.2451 0.3103
H 3.6443 0.2238 -0.3831
H 2.7931 -2.6175 -1.0327
H 3.7262 -1.4806 -1.9935
H 1.4442 -1.4455 -2.6403
H 1.8277 -0.0077 -1.9223
Br -0.3265 6.4383 -4.0899
C -0.6366 5.0556 -2.8168
C -0.4854 5.3256 -1.4532
C -0.6927 4.3306 -0.5369
C -1.0133 2.9928 -0.9090
O -1.2204 2.1029 -0.0054
C -1.1436 2.7475 -2.3228
C -1.4118 1.4644 -2.8720
N -1.2144 0.3391 -2.2626
C -1.5049 -0.8567 -2.9081
C -1.3949 -1.0779 -4.2697
C -1.7315 -2.3151 -4.8318
C -2.2113 -3.3347 -4.0549
C -2.3524 -3.1542 -2.6643
C -2.8907 -4.1405 -1.8139
C -3.0428 -3.8617 -0.4816
C -2.5947 -2.6250 0.0080
N -2.0425 -1.6966 -0.7392
C -1.9619 -1.9214 -2.0728
C -0.9858 3.8020 -3.2409
H -0.1859 6.3134 -1.1341
H -0.5861 4.5445 0.5179
H -1.8211 1.4678 -3.8890
H -1.0239 -0.2978 -4.9170
H -1.6277 -2.4505 -5.8975
H -2.4969 -4.2803 -4.4898
H -3.1987 -5.0865 -2.2347
H -3.4874 -4.5768 0.1913
H -2.7001 -2.3890 1.0599
H -1.0771 3.5965 -4.2982
N -2.8968 2.0152 4.7117
C -2.2223 0.9153 4.3295
C -1.9839 0.5999 2.9696
N -1.2634 -0.4533 2.6160
C -0.8116 -1.2329 3.6109
C -1.0446 -0.9205 4.9409
N -1.7261 0.1490 5.3048
H -3.4506 2.5292 4.0494
H -3.1042 2.0978 5.6928
H -2.3887 1.2141 2.1756
H -0.2519 -2.1211 3.3523
H -0.6830 -1.5471 5.7430
C 2.2270 2.7191 -1.0185
O 1.5385 1.5266 -0.9581
H 3.2690 2.6045 -0.6559
H 1.7634 3.5320 -0.4286
H 2.2867 3.0811 -2.0580
*
```

Computed properties:
HOMO-LUMO gap = 6.968 eV
relative energy (zero: lowest compared OMol25 entry of this formula, charge and spin) = 0.7875 eV
DFT total energy = -116991.357 eV

Mulliken population analysis, charges in e, atoms 1 to 8:
1 La 1.320
2 N -0.460
3 C -0.820
4 C -1.052
5 N 1.133
6 C -0.817
7 C -1.453
8 N -0.216

=====

No. 2
ORCA calculation (ωB97M-V/def2-TZVPD) on a structure of composition C27H36CdN4O7PSTe.

```
! wB97M-V def2-TZVPD RIJCOSX def2/J DEFGRID3
* xyz 1 1
Cd -0.4089 -0.3686 0.2826
O 0.6472 7.3082 0.7543
C 0.4389 6.5731 1.8957
O 0.6912 7.1041 2.9704
C -0.0893 5.2129 1.8679
C -0.1284 4.5156 3.1037
C -0.7471 3.3052 3.2217
C -1.2846 2.6934 2.0797
C -1.3599 3.4195 0.8504
C -0.7392 4.6463 0.7602
N -1.4683 1.3126 1.9888
C -1.9695 0.6650 3.0065
C -2.0687 -0.7494 3.1207
C -2.8335 -1.3389 4.1722
C -2.9732 -2.7265 4.1897
C -2.2796 -3.4831 3.2466
C -1.5102 -2.8566 2.2889
N -1.4102 -1.5215 2.2178
H 0.5024 6.7670 -0.0691
H 0.3106 5.0195 3.9637
H -0.7583 2.7082 4.1402
H -1.8339 2.9508 0.0096
H -0.7892 5.1899 -0.2154
H -2.4953 1.1944 3.7940
H -3.2578 -0.7150 4.9536
H -3.5982 -3.2184 4.9513
H -2.2729 -4.5689 3.2880
H -0.9508 -3.4572 1.5613
C 2.8348 1.7585 2.4717
C 2.2044 1.1512 1.2192
O 1.4752 0.1244 1.3135
N 2.4712 1.7412 0.0145
C 2.4015 0.9601 -1.2169
C 1.2446 1.3670 -2.0382
C 1.4765 1.9431 -3.3070
C 0.4020 2.2992 -4.1169
C -0.9047 2.0174 -3.6717
C -1.0518 1.4184 -2.4251
N -0.0026 1.1369 -1.6363
H 2.2161 1.4500 3.3356
H 2.8844 2.8497 2.4581
H 3.8308 1.3417 2.5640
H 3.1126 2.5138 -0.0029
H 2.3329 -0.1086 -0.9843
H 3.2852 1.1782 -1.8116
H 2.5015 2.1636 -3.5599
H 0.5840 2.8110 -5.0577
H -1.7874 2.2959 -4.2289
H -2.0303 1.2291 -1.9811
C 3.8203 -2.6023 1.0553
C 2.8172 -3.6035 0.5177
O 1.7175 -2.8177 -0.0659
P 0.8359 -3.1099 -1.3635
O -0.0312 -1.8708 -1.5517
Te -0.6259 -5.0640 -0.8862
O 1.9236 -3.3166 -2.4995
C 1.8034 -3.0138 -3.9564
C 3.1094 -2.3738 -4.3667
H 4.5542 -3.1091 1.6865
H 3.2593 -1.8821 1.6689
H 4.3500 -2.1089 0.2612
H 2.3990 -4.2091 1.3237
H 3.2237 -4.2762 -0.2307
H 0.9411 -2.3592 -4.0437
H 1.5969 -3.9828 -4.4297
H 3.5169 -1.8314 -3.5108
H 3.0069 -1.6759 -5.2056
H 3.8523 -3.1351 -4.6686
C -4.9546 -2.5853 -0.5262
S -3.2346 -2.3459 -1.0183
C -3.4780 -2.2383 -2.7755
O -2.8305 -0.9232 -0.5204
H -5.4526 -1.6376 -0.3095
H -4.9426 -3.2436 0.3581
H -5.4453 -3.1465 -1.3124
H -3.8243 -3.2295 -3.0823
H -2.5096 -2.0168 -3.2369
H -4.2429 -1.5145 -3.0438
*
```

Computed properties:
HOMO-LUMO gap = 4.710 eV
relative energy (zero: lowest compared OMol25 entry of this formula, charge and spin) = 0.0000 eV
DFT total energy = -80855.286 eV

Mulliken population analysis, charges in e, atoms 1 to 8:
1 Cd 4.227
2 O -0.475
3 C 0.728
4 O -0.562
5 C 0.741
6 C -0.909
7 C -0.128
8 C -0.017

=====

No. 3
ORCA calculation (ωB97M-V/def2-TZVPD) on the molecule C27H36ClN5O2.

```
! wB97M-V def2-TZVPD RIJCOSX def2/J DEFGRID3
* xyz 0 1
C -2.4941 -2.6231 -2.3598
C -1.5546 -2.6555 -1.2107
C -0.1778 -2.5595 -1.1856
C 0.8498 -2.3935 -2.1535
N 2.0770 -2.2275 -1.8075
N 2.4316 -2.2230 -0.5155
C 1.6025 -2.4496 0.5627
O 2.0472 -2.4747 1.7099
C 0.2211 -2.6119 0.1901
C -0.9245 -2.7420 0.9502
N -1.9794 -2.7733 0.0854
C -3.3630 -2.7953 0.4745
C -3.9924 -1.4191 0.4435
C -5.3652 -1.2914 0.2717
C -5.9645 -0.0458 0.2596
C -5.1815 1.0875 0.4160
C -3.8110 0.9786 0.5856
C -3.2235 -0.2734 0.6014
H -2.1542 -0.3488 0.7306
H -3.2091 1.8655 0.7059
Cl -5.9225 2.6484 0.3974
H -7.0305 0.0484 0.1265
H -5.9742 -2.1748 0.1469
H -3.9155 -3.4646 -0.1922
H -3.4324 -3.2002 1.4890
C -1.0524 -2.8309 2.4261
H -0.0575 -2.7448 2.8553
H -1.4775 -3.7888 2.7294
H -1.6806 -2.0322 2.8223
C 3.8305 -1.9121 -0.2848
H 4.2252 -2.5855 0.4800
H 4.3503 -2.0466 -1.2332
C 3.9849 -0.4453 0.1650
O 4.3358 0.4290 -0.5991
N 3.7160 -0.2657 1.4664
H 3.3205 -1.0449 1.9835
C 3.6609 1.0416 2.0767
H 3.7788 1.7704 1.2737
H 4.4927 1.1492 2.7840
C 2.3412 1.2732 2.8119
H 2.3492 2.2841 3.2216
H 2.2587 0.5760 3.6488
C 1.1244 1.0663 1.9031
N 1.2727 1.7141 0.6169
C 1.1410 3.1554 0.6843
C 1.5499 3.8036 -0.6412
C 3.0460 3.6369 -0.8931
H 3.6155 4.1555 -0.1241
H 3.3291 2.5888 -0.8836
H 3.3149 4.0608 -1.8580
C 0.7072 3.2151 -1.7748
C 0.7621 1.6887 -1.7723
C -0.1663 1.1047 -2.8321
H 0.1128 1.4645 -3.8195
H -0.1081 0.0188 -2.8309
H -1.1988 1.3941 -2.6392
C 0.3784 1.1777 -0.3852
H 0.4498 0.0870 -0.3699
H -0.6765 1.4514 -0.1760
H 1.7851 1.3640 -1.9760
H 1.0561 3.5993 -2.7351
H -0.3334 3.5303 -1.6478
H 1.3295 4.8765 -0.5693
H 1.7849 3.5319 1.4804
H 0.0976 3.4443 0.9269
H 0.2146 1.4054 2.4365
H 1.0143 -0.0053 1.7205
H 0.6581 -2.3963 -3.2156
H -1.9361 -2.4684 -3.2785
H -3.0455 -3.5609 -2.4467
H -3.2155 -1.8125 -2.2492
*
```

Computed properties:
HOMO-LUMO gap = 8.456 eV
relative energy (zero: lowest compared OMol25 entry of this formula, charge and spin) = 0.0000 eV
DFT total energy = -52653.166 eV

Mulliken population analysis, charges in e, atoms 1 to 8:
1 C -1.801
2 C 0.556
3 C -0.065
4 C -0.352
5 N -1.134
6 N 0.985
7 C 0.476
8 O -0.821

=====

No. 4
ORCA calculation (ωB97M-V/def2-TZVPD) on a structure of composition C27H36HfN3O2Si3.

```
! wB97M-V def2-TZVPD RIJCOSX def2/J DEFGRID3
* xyz 1 1
Hf 0.9727 -0.0468 -0.3863
O 3.3863 0.2353 -0.1328
C 3.0310 0.9972 -1.0362
O 2.1958 0.5839 -1.9531
C 3.0140 2.4662 -0.7535
C 3.9733 3.4311 -0.9404
C 3.6824 4.6982 -0.4510
C 2.4781 4.9148 0.1986
C 1.5818 3.8668 0.3379
N 1.8379 2.6491 -0.1393
H 4.9030 3.2054 -1.4429
H 4.3920 5.5054 -0.5728
H 2.2240 5.8874 0.5951
H 0.6280 4.0108 0.8256
C -0.7017 2.5724 -2.3269
Si -1.8522 1.1360 -1.9615
C -1.9350 0.1771 -3.5603
C -3.5440 1.8426 -1.6057
C -1.2259 0.0983 -0.4944
Si -1.9085 -1.6889 -0.6523
C -3.7394 -1.6975 -1.0089
C -1.6701 -2.6777 0.9338
C -1.0287 -2.5643 -2.0720
Si -1.7001 0.8313 1.1468
C -3.2722 0.2221 1.9212
C -1.7129 2.7067 1.2558
C -0.2643 0.3788 2.3556
C -0.4211 0.2653 3.7315
C 0.6827 0.0828 4.5483
C 1.9481 0.0192 3.9815
C 2.0655 0.1137 2.6146
N 0.9881 0.2830 1.8226
H -1.1187 3.1257 -3.1741
H 0.3012 2.2555 -2.6267
H -0.6005 3.2740 -1.4984
H -2.3728 0.8459 -4.3069
H -2.5495 -0.7207 -3.5240
H -0.9449 -0.1093 -3.9238
H -3.8805 2.4154 -2.4739
H -3.5595 2.5135 -0.7454
H -4.2781 1.0528 -1.4285
H -4.3091 -1.2218 -0.2093
H -4.0720 -2.7372 -1.0786
H -3.9980 -1.2059 -1.9469
H -2.6398 -2.9516 1.3559
H -1.1161 -2.1534 1.7156
H -1.1291 -3.6018 0.7233
H -1.7455 -2.8519 -2.8452
H -0.5279 -3.4677 -1.7214
H -0.2750 -1.9537 -2.5776
H -4.1241 0.5399 1.3148
H -3.3952 0.6807 2.9060
H -3.3177 -0.8595 2.0364
H -1.5841 3.2087 0.2989
H -0.9321 3.0529 1.9357
H -2.6685 3.0343 1.6720
H -1.4140 0.3209 4.1576
H 0.5606 -0.0084 5.6201
H 2.8335 -0.1178 4.5856
H 3.0224 0.0415 2.1176
N 4.0980 -6.9477 0.1017
C 3.5814 -5.9240 0.0341
C 2.9325 -4.6374 -0.0497
C 2.2839 -4.1165 1.0644
C 1.6639 -2.8798 0.9755
C 1.6729 -2.1305 -0.2053
C 2.3418 -2.6848 -1.3087
C 2.9606 -3.9197 -1.2438
H 2.2685 -4.6796 1.9882
H 1.1612 -2.5087 1.8619
H 2.3926 -2.1474 -2.2498
H 3.4689 -4.3308 -2.1058
*
```

Computed properties:
HOMO-LUMO gap = 8.278 eV
relative energy (zero: lowest compared OMol25 entry of this formula, charge and spin) = 0.0000 eV
DFT total energy = -62087.172 eV

Mulliken population analysis, charges in e, atoms 1 to 8:
1 Hf -0.020
2 O -0.521
3 C 0.953
4 O -0.746
5 C 0.370
6 C -0.921
7 C -0.297
8 C -0.947

=====

No. 5
ORCA calculation (ωB97M-V/def2-TZVPD) on a structure of composition C27H36MgN4O8P3.

```
! wB97M-V def2-TZVPD RIJCOSX def2/J DEFGRID3
* xyz 1 1
Mg 0.2555 0.9736 0.2976
C -2.8580 -1.6816 2.2843
C -3.2534 -0.2636 1.9934
C -4.5611 0.0843 1.6670
C -4.8599 1.4068 1.3876
C -3.8544 2.3560 1.4674
C -2.5877 1.9248 1.8356
N -2.2858 0.6500 2.0705
C -1.4711 2.8756 2.0799
C -1.6893 4.1300 2.6331
C -0.5972 4.9168 2.9525
C 0.6809 4.4246 2.7475
C 0.8189 3.1613 2.1917
N -0.2388 2.4245 1.8449
C 2.1405 2.4969 1.9863
C 3.3452 3.1066 2.2861
C 4.5148 2.3788 2.1217
C 4.4429 1.0703 1.6896
C 3.1990 0.5206 1.3949
C 3.0716 -0.9100 0.9649
N 2.0805 1.2376 1.5211
H -2.2196 -1.7117 3.1660
H -2.2850 -2.0897 1.4492
H -3.7290 -2.3136 2.4514
H -5.3299 -0.6762 1.6304
H -5.8664 1.6961 1.1133
H -4.0439 3.3973 1.2463
H -2.6965 4.4654 2.8344
H -0.7384 5.8972 3.3872
H 1.5413 5.0116 3.0300
H 3.3840 4.1246 2.6421
H 5.4719 2.8319 2.3429
H 5.3348 0.4698 1.5746
H 3.2870 -1.5600 1.8165
H 3.7856 -1.1493 0.1769
H 2.0685 -1.1409 0.6082
C -2.6493 -0.5409 -3.5562
C -2.2760 -0.0732 -2.1531
O -3.4248 -0.0860 -1.2831
P -1.2241 -1.3063 -1.3232
O -0.3439 -1.9809 -2.4026
O -2.2706 -2.4216 -0.8742
O -0.4502 -0.8177 -0.1309
P -1.5583 1.6405 -2.1979
O -2.9486 2.4738 -2.3111
O -0.7053 1.8168 -3.3855
O -1.0507 1.9414 -0.8053
H -3.0867 -1.5397 -3.5269
H -1.7741 -0.5440 -4.2019
H -3.3880 0.1449 -3.9734
H -3.8466 0.7835 -1.3294
H 0.4362 -2.5222 -2.0124
H -3.1191 -2.0032 -0.6482
H -3.0633 2.8072 -3.2096
C 3.1938 1.5436 -3.6905
C 2.9799 0.2547 -3.2309
C 2.2318 0.0719 -2.0822
N 1.6983 1.0875 -1.3966
C 1.9034 2.3273 -1.8552
C 2.6485 2.6028 -2.9844
H 3.7682 1.7196 -4.5903
H 3.3756 -0.6045 -3.7538
H 2.0519 -0.9221 -1.6970
H 1.4236 3.1303 -1.3066
H 2.7727 3.6245 -3.3127
C 2.5043 -5.5677 -0.1626
P 1.1604 -4.3915 -0.3269
C 0.7934 -3.7818 1.3231
C -0.2881 -5.3070 -0.8598
O 1.5109 -3.2740 -1.2759
H 2.2485 -6.3539 0.5479
H 3.3978 -5.0472 0.1818
H 2.7113 -6.0133 -1.1353
H 0.4287 -4.5851 1.9635
H 0.0362 -2.9995 1.2483
H 1.6948 -3.3546 1.7634
H -0.5053 -6.1238 -0.1712
H -0.1094 -5.7122 -1.8558
H -1.1452 -4.6328 -0.9024
*
```

Computed properties:
HOMO-LUMO gap = 8.540 eV
relative energy (zero: lowest compared OMol25 entry of this formula, charge and spin) = 0.4449 eV
DFT total energy = -84244.031 eV

Mulliken population analysis, charges in e, atoms 1 to 8:
1 Mg 2.560
2 C -0.997
3 C 0.999
4 C -0.594
5 C -0.986
6 C -0.741
7 C 0.746
8 N -0.288

=====

No. 6
ORCA calculation (ωB97M-V/def2-TZVPD) on the ion C27H36N5O with charge +1.

```
! wB97M-V def2-TZVPD RIJCOSX def2/J DEFGRID3
* xyz 1 1
C 1.5317 4.6276 -0.3459
N 1.2655 3.2273 -0.5939
C 2.2902 2.3630 -0.8457
O 3.4840 2.6656 -0.8703
C 1.6743 0.9968 -1.0999
C 2.3479 -0.1478 -0.3281
C 3.7707 -0.3243 -0.7165
C 4.2796 -0.7236 -1.9453
N 5.6627 -0.6645 -1.8971
C 6.0662 -0.2448 -0.6314
C 7.3341 0.0457 -0.1394
C 7.4221 0.5510 1.1672
C 6.2680 0.7562 1.9442
C 4.9937 0.4777 1.4377
C 4.8914 -0.0276 0.1432
N 0.2839 1.1899 -0.7225
C -0.5686 0.1194 -0.8479
C -1.8011 0.0022 -0.2759
C -2.7150 -1.2048 -0.4019
C -4.1855 -0.9038 0.0160
C -5.2243 -1.7777 -0.3412
C -6.5613 -1.4366 -0.1268
C -6.8933 -0.1655 0.3589
C -5.8701 0.7158 0.7134
C -4.5322 0.3150 0.6208
C -0.0375 2.6006 -0.3807
C -0.4668 2.7902 1.0863
C -1.0865 3.2296 -1.3109
H 2.5804 4.8306 -0.5781
H 0.8954 5.2591 -0.9759
H 1.3451 4.8904 0.7032
H 1.7310 0.7874 -2.1860
H 2.2957 0.0659 0.7543
H 1.7883 -1.0798 -0.5189
H 3.7340 -1.0140 -2.8387
H 6.2847 -0.9021 -2.6647
H 8.2028 -0.1277 -0.7734
H 8.3983 0.7901 1.5871
H 6.3675 1.1440 2.9580
H 4.0791 0.6494 2.0055
H -0.1188 -0.7142 -1.4134
H -2.1637 0.8357 0.3225
H -2.7953 -1.3896 -1.4851
H -5.0177 -2.7581 -0.7816
H -7.3361 -2.1620 -0.3710
H -7.9360 0.1247 0.4760
H -6.0984 1.7191 1.0735
H -3.7743 0.9834 1.0305
H 0.3617 2.5360 1.7628
H -0.7442 3.8424 1.2502
H -1.3305 2.1687 1.3377
H -0.6589 3.3472 -2.3153
H -1.9833 2.6014 -1.3642
H -1.3658 4.2213 -0.9271
C -1.7672 -3.3843 -0.9767
N -2.1706 -2.4528 0.1571
C -1.0193 -2.2933 1.1083
N -3.2164 -3.0988 0.9285
C -2.8157 -4.1226 1.9077
H -0.7316 -3.6884 -0.8403
H -2.3990 -4.2729 -0.9437
H -1.8864 -2.8780 -1.9385
H -0.6055 -3.2897 1.2740
H -0.2335 -1.6614 0.6934
H -1.4377 -1.8774 2.0243
H -3.8621 -3.5405 0.2836
H -3.5392 -4.0550 2.7284
H -2.8499 -5.1523 1.5088
H -1.8308 -3.9346 2.3509
*
```

Computed properties:
HOMO-LUMO gap = 7.110 eV
relative energy (zero: lowest compared OMol25 entry of this formula, charge and spin) = 2.1340 eV
DFT total energy = -38072.834 eV

Mulliken population analysis, charges in e, atoms 1 to 8:
1 C -0.964
2 N 0.278
3 C 0.330
4 O -0.692
5 C 0.174
6 C -0.022
7 C 0.532
8 C -0.711

=====

- DFT total energy of number 5 (C27H36MgN4O8P3)?
  -84244.031 eV

=====

- Among the records above, which one has the highest relative energy (zero: lowest compared OMol25 entry of this formula, charge and spin)?
  C27H36N5O